(1)
C34H43GdN4OPS2Sb as an isolated structure, computed with ωB97M-V/def2-TZVPD.

```
87
Properties=species:S:1:pos:R:3:forces:R:3
Gd 0.052468 0.168813 0.292021 1.4 0.7 -3.3
C 4.405189 1.091192 0.428030 -1.3 0.1 1.8
C 4.533153 -0.365145 -0.029285 -0.1 0.2 -0.9
C 5.175634 -1.167377 1.109749 -0.3 -0.4 0.0
C 5.404418 -0.359147 -1.344229 -1.4 -0.9 0.8
C 3.135064 -0.912340 -0.272281 -2.0 -1.3 -0.1
C 2.043219 -1.642344 -0.289069 2.3 0.2 0.5
H 5.050023 1.289295 1.293727 -0.1 0.0 -0.1
H 3.350876 1.310743 0.732494 0.9 -0.2 0.0
H 4.621721 1.834852 -0.287029 0.4 0.6 -1.2
H 6.099503 -0.779137 1.512022 0.2 0.6 -0.1
H 5.414693 -2.181454 0.842604 0.0 -0.6 -0.5
H 4.457754 -1.236194 1.918494 -0.1 0.1 0.4
H 6.358109 0.072216 -1.160691 0.9 0.4 0.4
H 4.906175 0.255027 -2.085811 -0.1 -0.1 -0.2
H 5.561553 -1.380955 -1.692742 -0.1 0.0 -0.2
S 0.271495 2.796945 0.259841 -0.6 0.6 0.4
Sb -2.105809 3.347424 0.243181 0.6 -0.1 -0.7
C -1.825904 5.309639 -0.630225 0.7 -0.8 -0.2
C -2.750473 5.888985 -1.481855 -0.6 1.2 -0.1
C -2.651898 7.258067 -1.785111 1.7 -0.4 0.1
C -1.467360 7.989665 -1.400241 -1.9 -1.1 -0.2
C -0.501253 7.354570 -0.616795 -0.3 -0.1 -0.8
C -0.670015 5.997380 -0.275513 -0.1 1.3 0.7
C -2.354295 4.334453 2.114347 -1.8 -0.3 -0.3
C -1.518882 4.148622 3.164958 0.1 0.6 1.5
C -1.690989 4.947433 4.344296 0.2 -0.9 -1.8
C -2.781535 5.767564 4.501747 0.0 0.5 -0.7
C -3.766708 5.791484 3.474129 -0.2 0.4 0.0
C -3.555948 5.082025 2.289973 0.4 0.9 -0.2
C -1.025945 -0.076104 -1.907418 0.9 1.2 2.2
C -0.327452 0.587427 -2.909847 -0.5 -0.4 -1.7
C -0.770669 0.482340 -4.245581 0.7 -0.3 0.9
C -1.871424 -0.312522 -4.518104 -0.8 -0.2 0.1
C -2.561615 -0.936448 -3.490572 -0.6 0.3 1.0
C -2.207602 -0.712410 -2.147465 0.0 -1.6 -1.7
H -3.607540 5.358268 -1.927500 0.4 0.0 0.6
H -3.459371 7.630627 -2.402547 0.3 0.6 0.0
H -1.369555 9.023276 -1.707468 0.1 0.0 0.1
H 0.385181 7.941594 -0.346857 -0.3 -0.5 0.1
H 0.051490 5.553502 0.409186 -0.1 -0.1 -0.3
H -0.712190 3.419427 3.090531 0.2 0.4 0.0
H -0.819056 4.972247 4.945958 0.3 0.1 1.2
H -2.742359 6.529384 5.291512 -0.5 -0.5 -0.2
H -4.653403 6.467976 3.565312 0.9 -0.7 -0.1
H -4.227553 5.270152 1.412206 0.5 -0.4 1.0
H 0.575532 1.190607 -2.756926 -0.2 -0.3 0.4
H -0.149023 0.891710 -5.026075 -0.2 0.3 -0.3
H -2.317331 -0.414598 -5.489595 0.4 0.0 -0.6
H -3.450253 -1.548803 -3.644059 0.3 0.1 -0.6
H -3.295976 -2.423277 -1.357206 0.2 0.7 0.4
C 2.279440 -6.124936 -0.709833 -0.3 0.1 -0.3
N 2.719921 -5.635792 0.665781 2.1 0.1 0.2
C 1.689797 -6.031221 1.668353 -1.7 0.7 0.6
N 0.401744 -5.448066 1.324222 -0.1 -0.1 -0.2
C -0.051308 -5.862185 -0.026223 1.3 -0.4 0.0
N 0.990109 -5.633286 -1.086007 -0.3 1.2 0.6
C 1.050515 -4.162447 -1.382261 -0.5 -0.9 -1.1
P 1.358174 -3.239195 0.166557 0.3 3.8 -0.8
C 2.969632 -4.122263 0.612308 -0.3 -0.3 0.9
C 0.275309 -4.007374 1.590509 1.0 0.2 0.1
H 2.228828 -7.198793 -0.618196 0.2 -0.5 0.0
H 3.074751 -5.809903 -1.412225 -0.6 -0.2 0.2
H 3.668893 -6.034355 0.853378 -1.1 -0.2 0.1
H 1.993434 -5.721391 2.662971 0.1 0.4 0.0
H 1.512549 -7.092841 1.756751 0.6 -0.6 -0.7
H -0.971698 -5.355438 -0.325867 0.3 0.1 0.2
H -0.239538 -6.929088 -0.009435 -0.1 -0.3 0.1
H 0.132081 -3.881783 -1.942591 0.4 0.0 0.8
H 1.840993 -4.022478 -2.133833 0.1 0.2 0.4
H 3.426333 -3.692515 1.545642 -0.8 -0.8 -0.4
H 3.747888 -3.970349 -0.130768 -0.3 0.1 -0.4
H -0.766678 -3.629920 1.477509 0.8 -0.4 0.2
H 0.707277 -3.729067 2.601556 -0.6 -0.3 -1.1
S 0.432106 -1.983744 4.579824 0.5 -1.8 2.8
C 0.185919 -1.147042 3.309735 -0.3 2.0 -3.2
N 0.050870 -0.534641 2.301105 -0.2 -1.6 3.5
C -5.373906 -0.711445 -1.845934 -1.0 0.4 1.6
O -4.280970 -0.586404 -0.913464 -0.3 -0.1 -0.7
C -3.045209 -1.363796 -1.069498 -1.4 1.1 -0.1
C -2.490261 -1.251539 0.339948 0.7 -0.8 0.6
H -5.963924 0.283395 -1.835616 1.2 -1.5 -0.2
H -6.076393 -1.462374 -1.375978 0.5 0.5 -0.9
H -5.096428 -1.003347 -2.867209 -0.1 0.3 0.4
H -3.153433 -1.739682 1.065905 -0.1 0.3 -0.2
H -2.309627 -0.215112 0.743210 -0.5 -0.8 -0.7
H -1.561052 -1.856259 0.411453 -0.1 0.4 -0.1
```
Forces are in eV/Å.

Properties
E_HOMO (alpha / beta), eV: -5.1 / -5.8
DFT total energy, a.u.: -3758.8029
Total charge: 0
Largest force on an atom, eV/A: 3.90
Orbital gap (alpha / beta), eV: 4.0 / 4.6
Energy above the lowest of the compared OMol25 structures with the same formula, charge and spin, eV: 3.695
<S²>: 16.27
Multiplicity: 8

Here are the Mulliken charges for atoms 1 to 4, given in e: Gd 0.130; C -1.565; C 2.565; C -1.710

***

(2)
A 2-piece molecular cluster, C20H39F6N2O2P3 overall, computed with ωB97M-V/def2-TZVPD.

```
72
Properties=species:S:1:pos:R:3:forces:R:3
C 4.862632 -1.063588 3.615282 0.4 0.1 -0.2
C 5.479637 -0.217695 2.489066 -0.3 -0.1 0.3
C 4.515588 0.837294 1.956815 0.1 -0.3 0.1
C 3.374956 0.232955 1.130847 -0.1 0.0 0.2
C 2.017317 0.407124 1.823633 0.0 0.4 -0.4
C 0.866671 0.022554 0.931538 -0.2 0.0 -0.2
C 0.331481 0.951834 0.034329 0.0 -0.5 0.3
C 0.837984 2.358482 -0.030645 0.3 -0.1 0.1
C 0.258774 3.335436 1.028321 0.3 0.0 0.3
C -0.814373 2.755771 1.924494 -0.1 0.3 0.0
O 1.352722 3.802175 1.831744 0.1 -0.1 -0.2
C -0.721604 0.528233 -0.826580 0.5 0.8 0.0
P -1.636253 1.470999 -2.161670 -1.3 -0.5 -0.6
C -0.353090 1.683865 -3.447897 0.4 0.1 0.6
C -1.943056 3.155005 -1.544707 0.6 0.4 0.4
N -1.178532 -0.695797 -0.775991 -0.1 -0.4 0.2
N -0.643052 -1.569130 0.077986 -0.3 0.2 -0.4
P -1.366453 -3.222059 -0.004238 0.4 -1.1 0.4
C -2.970532 -2.983506 0.861242 -0.1 0.5 0.0
C -2.943944 -1.829338 1.867056 0.0 -0.3 -0.2
C -1.708137 -3.422594 -1.786728 -0.2 0.1 -0.2
C -3.007445 -4.198813 -2.006818 0.3 -0.1 0.3
C 0.339368 -1.291614 0.934263 0.3 0.6 0.0
C 0.901065 -2.363568 1.825552 0.0 0.0 -0.4
C 1.875667 -3.318170 1.078050 -0.4 -0.2 0.3
O 1.455029 -4.667382 1.122346 0.0 0.0 0.0
H 4.416064 -1.981674 3.241434 -0.3 0.0 0.0
H 5.641408 -1.361233 4.311184 0.0 -0.1 0.1
H 4.128731 -0.493685 4.178301 -0.2 0.0 0.1
H 5.783761 -0.885325 1.685948 0.2 0.0 -0.2
H 6.370265 0.269526 2.875851 0.1 0.1 0.0
H 4.101597 1.355259 2.821771 -0.1 0.2 0.1
H 5.057708 1.591086 1.393251 0.0 0.0 -0.2
H 3.336379 0.689639 0.145490 0.0 0.0 -0.2
H 3.549331 -0.831508 0.967317 0.1 -0.1 -0.1
H 1.909709 1.458629 2.067896 0.0 0.2 0.1
H 2.027015 -0.118194 2.768725 -0.1 -0.2 0.2
H 1.907688 2.343083 0.145983 0.2 0.1 0.0
H 0.707068 2.753273 -1.028875 -0.2 0.0 -0.1
H -0.125674 4.208881 0.513470 -0.2 0.1 -0.2
H -1.216201 3.547044 2.553476 0.0 0.1 0.1
H -0.398938 1.991066 2.579066 0.0 -0.2 0.0
H -1.652645 2.349405 1.368470 0.0 -0.2 -0.1
H 1.116279 3.715528 2.756158 -0.1 0.1 0.2
H -0.744090 2.388205 -4.171557 -0.2 0.0 -0.2
H 0.596987 2.062280 -3.069768 0.1 0.0 0.0
H -0.197355 0.721850 -3.923663 0.1 -0.1 -0.2
H -2.460764 3.147767 -0.589648 -0.2 -0.1 0.1
H -1.063810 3.789399 -1.440130 0.1 0.1 -0.1
H -2.594219 3.626031 -2.272338 -0.2 -0.1 -0.2
H -3.813740 -2.897797 0.183979 0.0 0.2 -0.1
H -3.107186 -3.910027 1.412439 0.0 -0.2 0.0
H -2.222912 -2.046176 2.651413 0.1 0.2 0.2
H -2.688469 -0.893942 1.379342 0.0 0.2 0.1
H -3.916920 -1.713259 2.330823 -0.1 0.0 0.1
H -1.705439 -2.489436 -2.342898 -0.1 0.2 0.1
H -0.889456 -4.033032 -2.157499 0.2 0.0 0.0
H -3.879040 -3.618312 -1.732798 -0.2 0.1 -0.2
H -3.011483 -5.106253 -1.402605 -0.1 -0.1 0.0
H -3.068220 -4.505105 -3.043756 -0.2 0.0 -0.2
H 1.452422 -1.868365 2.606359 0.0 0.1 0.4
H 0.109393 -2.944570 2.281636 -0.1 -0.2 0.0
H 1.940763 -3.035725 0.031963 0.2 0.1 -0.2
H 2.849382 -3.224759 1.551116 0.3 0.1 -0.2
H 1.984410 -5.130451 1.773346 0.0 -0.1 0.1
F -2.842911 2.965435 -4.378596 -0.2 0.8 0.3
P -4.217197 2.911886 -5.351721 -0.4 0.1 -0.2
F -5.017640 2.434710 -6.704653 -0.6 0.1 0.7
F -5.104055 4.294137 -5.476558 0.9 0.2 0.4
F -4.063154 1.279389 -5.161886 0.8 0.2 -0.5
F -3.165339 3.648678 -6.381312 0.1 -1.0 -0.1
F -5.001922 2.848168 -3.893235 -0.5 -0.5 -0.6
```
Forces are in eV/Å.

Properties
E_HOMO, eV: -8.5
DFT total energy, a.u.: -2668.7814
Total charge: 0
Largest force on an atom, eV/A: 1.47
Orbital gap, eV: 6.7
Multiplicity: 1

Here are the Mulliken charges for atoms 1 to 4, given in e: C -0.826; C -0.725; C -1.086; C -0.160

***

(3)
A 2-piece molecular cluster, C6H12O2 overall, computed with ωB97M-V/def2-TZVPD.

```
20
Properties=species:S:1:pos:R:3:forces:R:3
C -1.579974 -1.629304 2.064668 0.2 -0.2 0.0
C -2.104581 -0.509291 1.594197 0.0 0.1 0.0
O -3.134744 0.082957 2.275451 -0.1 0.1 -0.1
C -1.625278 0.211291 0.378034 -0.1 0.1 -0.1
H -0.736062 -2.097975 1.575632 -0.1 0.1 0.0
H -1.966351 -2.090089 2.958807 -0.1 0.0 0.1
H -3.560362 0.735037 1.707135 0.1 0.0 0.1
H -0.943719 -0.418999 -0.186968 0.0 0.1 -0.1
H -2.458547 0.505997 -0.270921 0.0 -0.2 0.0
H -1.111293 1.139475 0.641303 0.0 0.0 0.1
C 0.894271 0.758194 -2.308841 -0.4 0.0 -0.2
C 1.944271 0.316988 -1.638521 0.4 0.0 0.0
O 2.925639 -0.383837 -2.306506 -0.2 0.0 0.2
C 2.221185 0.555285 -0.191176 -0.2 -0.2 0.1
H 0.101121 1.312169 -1.829476 0.2 0.1 0.1
H 0.767429 0.531016 -3.355069 0.1 0.0 -0.1
H 3.478177 -0.842140 -1.662067 0.0 0.1 -0.1
H 1.453423 1.173398 0.266994 0.0 0.0 0.0
H 2.250909 -0.396091 0.351688 0.0 0.0 0.0
H 3.184492 1.045913 -0.064363 0.1 0.1 0.0
```
Forces are in eV/Å.

Properties
SMILES: C=C(C)O.C=C(C)O
E_HOMO, eV: -8.9
DFT total energy, a.u.: -386.2448
Total charge: 0
Largest force on an atom, eV/A: 0.42
Orbital gap, eV: 9.6
Energy above the lowest of the compared OMol25 structures with the same formula, charge and spin, eV: 2.051
Multiplicity: 1

Here are the Mulliken charges for atoms 1 to 4, given in e: C -0.940; C 0.641; O -0.535; C -0.999

***

(4)
A 2-piece molecular cluster, CH5NO2S overall, computed with ωB97M-V/def2-TZVPD.

```
10
Properties=species:S:1:pos:R:3:forces:R:3
C 1.293163 -0.413990 -0.392080 1.9 3.7 -0.5
N -1.126665 -0.721571 -0.350500 -0.1 -2.5 -0.6
O -0.521106 1.652074 0.029599 0.2 0.8 0.2
O -2.421138 -0.543675 -0.255353 -1.8 3.0 0.1
S -0.172943 0.287434 0.430161 1.3 0.6 0.8
H 1.502446 0.263273 -1.296350 -0.5 -0.7 1.2
H 2.253731 -0.293660 0.247883 -2.0 -0.9 -0.8
H 0.930123 -1.304448 -0.813954 0.3 -1.7 0.1
H -2.656457 0.475126 -0.162257 0.8 -2.3 -0.2
H 0.918846 0.599437 2.562850 -0.2 0.0 -0.3
```
Forces are in eV/Å.

Properties
E_HOMO (alpha / beta), eV: -9.2 / -9.5
DFT total energy, a.u.: -644.2639
Total charge: 0
Largest force on an atom, eV/A: 4.19
Orbital gap (alpha / beta), eV: 8.4 / 8.4
Energy above the lowest of the compared OMol25 structures with the same formula, charge and spin, eV: 7.629
Multiplicity: 1

Here are the Mulliken charges for atoms 1 to 4, given in e: C -0.724; N -0.198; O -0.610; O -0.307

***

(5)
A 5-piece molecular cluster, C5H18NO6 overall, computed with ωB97M-V/def2-TZVPD.

```
30
Properties=species:S:1:pos:R:3:forces:R:3
O 1.584193 -1.758339 1.701233 0.6 0.8 -0.8
C 0.894689 -2.171017 0.623486 0.0 -0.2 1.3
C 1.345056 -1.466845 -0.631827 0.0 -0.1 0.2
N 0.187772 -1.450394 -1.587156 0.3 0.5 0.2
C 0.415963 -0.300310 -2.516770 -0.3 0.5 0.2
C 1.167220 0.740741 -1.685912 0.3 0.3 -0.1
C 1.804247 -0.014703 -0.503598 0.1 0.2 -0.1
O 0.056058 -3.018924 0.675960 -0.2 -0.2 -0.5
H 1.444793 -2.317608 2.463755 -0.4 -0.6 0.3
H 2.156184 -2.099794 -1.005160 -0.2 0.1 -0.4
H 0.108006 -2.320523 -2.084935 -0.1 -0.5 -0.2
H -0.726429 -1.311546 -1.042037 0.1 -0.1 0.0
H 0.994606 -0.626209 -3.373263 0.0 -0.2 -0.1
H -0.551880 0.076247 -2.839731 0.0 -0.2 -0.2
H 1.918592 1.242098 -2.297880 0.0 -0.2 0.0
H 0.531816 1.550475 -1.334928 -0.3 -0.2 0.1
H 1.494531 0.415487 0.440757 -0.1 0.0 0.1
H 2.888920 0.051870 -0.532346 0.0 -0.1 0.0
H -2.209707 1.927780 0.526102 -0.4 0.2 -0.4
H -3.250932 1.954380 -0.679894 0.1 0.3 -0.1
O -2.962111 1.456493 0.084960 0.5 -0.5 0.4
H -0.207590 1.683538 4.345449 0.1 -0.1 -0.2
H 0.155124 0.499112 3.415871 0.0 0.0 0.1
O 0.064978 1.457008 3.446082 0.0 0.0 0.1
H -2.712280 -1.729641 0.004962 0.6 0.6 -0.1
H -2.397001 -0.156166 -0.093823 -0.1 -0.5 0.0
O -1.995998 -1.074192 -0.123856 -0.6 0.2 0.0
H -0.963182 3.678160 1.460398 0.2 -0.9 -0.5
H -0.474573 2.318710 1.990050 -0.1 0.1 -0.5
O -0.761065 2.764112 1.154051 -0.1 0.7 0.9
```
Forces are in eV/Å.

Properties
E_HOMO, eV: -14.4
DFT total energy, a.u.: -707.3351
Total charge: +1
Largest force on an atom, eV/A: 1.31
Orbital gap, eV: 11.7
Energy above the lowest of the compared OMol25 structures with the same formula, charge and spin, eV: 0.000
Multiplicity: 1

Here are the Mulliken charges for atoms 1 to 4, given in e: O -0.440; C 0.330; C 0.184; N -0.091

***

Question: Look up the largest force on an atom of the fifth one.
Answer: 1.31 eV/A

***

Question: The highest multiplicity belongs to which entry?
Answer: C34H43GdN4OPS2Sb